Record 1
8
Properties=species:S:1:pos:R:3:forces:R:3:lowdin_charge:R:1 method="wB97M-V/def2-TZVPD" homo_ha=-0.325 e_above_lowest_kcal_mol=27.6
O 0.384 1.045 1.555 -1.0 0.9 -0.4 -0.0142
C 0.272 1.306 0.375 0.2 -4.8 0.5 -0.2958
N -0.457 0.392 -0.517 3.0 3.0 -2.7 -0.1503
N -1.247 -0.683 -0.273 -1.4 0.3 1.1 -0.4487
P -0.912 -2.098 0.208 -2.7 -0.1 0.0 0.4135
Cl 0.994 -2.233 0.240 3.5 -0.5 0.2 0.2231
H 1.039 1.944 -0.070 -0.8 0.5 -0.9 0.1230
H -0.073 0.327 -1.517 -0.8 0.7 2.1 0.1494

***

Record 2
30
Properties=species:S:1:pos:R:3:forces:R:3:lowdin_charge:R:1 method="wB97M-V/def2-TZVPD" homo_ha=-0.501 smiles="CON[N+](=O)N(C(C)C)C(C)C" e_above_lowest_kcal_mol=184.6 total_charge=+1
C 3.400 0.248 -1.002 1.0 -1.7 -1.3 -0.0398
O 2.519 -0.022 0.097 0.9 2.6 -0.4 -0.1022
N 2.097 1.234 0.547 -1.1 -0.7 -0.7 0.0941
N 0.873 1.605 0.189 -2.2 -1.4 1.5 -0.0756
O 0.572 2.763 0.354 0.1 -1.9 -1.0 0.1597
N -0.223 0.420 -0.207 2.9 3.7 -1.8 0.0961
C -1.434 1.104 -0.388 -3.3 2.1 -0.1 -0.3717
C -2.253 1.356 0.951 0.5 1.8 -4.3 0.0106
C -2.331 0.371 -1.424 2.9 -2.1 -0.9 -0.0320
C -0.249 -0.853 0.467 4.0 -0.5 -0.2 -0.3284
C 0.469 -0.752 1.756 -1.5 -1.8 4.1 -0.0682
C 0.478 -1.979 -0.364 -3.0 2.4 1.4 0.0334
H 4.314 0.741 -0.797 0.4 1.5 1.0 0.0923
H 2.976 0.554 -1.932 -1.1 1.0 -0.1 0.1011
H 3.882 -0.642 -1.362 -0.4 -1.5 0.5 0.1030
H 2.662 2.089 0.592 0.8 -0.6 0.0 0.2050
H -1.424 2.130 -0.868 1.3 -1.2 0.5 0.1627
H -1.997 2.216 1.486 0.8 1.7 0.4 0.0650
H -3.232 1.506 0.564 -1.2 -0.3 0.5 0.0869
H -2.091 0.617 1.589 -0.2 -3.7 2.7 0.0231
H -2.812 -0.534 -1.157 -0.9 -0.6 1.3 0.0763
H -1.836 -0.043 -2.341 0.8 0.6 0.8 0.1072
H -2.957 1.010 -1.909 -2.3 2.0 -0.5 0.0501
H -1.246 -0.981 0.718 -2.0 -0.8 -0.2 0.1235
H 1.492 -0.744 1.718 2.5 -0.9 -0.6 0.0359
H 0.358 0.118 2.345 -1.2 1.6 0.3 0.0726
H 0.190 -1.536 2.573 0.3 0.8 -1.9 0.1531
H 1.314 -1.670 -0.848 2.7 1.2 -0.7 0.0394
H -0.109 -2.266 -1.147 -2.1 -1.1 -2.0 0.0579
H 0.627 -2.760 0.274 0.6 -2.2 1.5 0.0690

***

Record 3
79
Properties=species:S:1:pos:R:3:forces:R:3:lowdin_charge:R:1 method="wB97M-V/def2-TZVPD" s_squared=2.0079 homo_ha="-0.224 / -0.225" multiplicity=3
N -2.061 0.600 1.200 -1.5 -0.2 2.0 0.2875
H -1.125 0.242 1.074 1.5 -0.5 0.1 -0.0092
H -2.317 1.183 0.416 -1.1 0.4 -1.2 0.0352
H -2.173 1.171 2.025 0.5 0.2 0.6 0.1392
H -2.665 -0.191 1.375 -0.4 -0.1 -0.4 0.1294
Pd 1.572 -2.304 0.666 -0.2 -2.3 0.2 0.9820
B 0.612 -0.208 0.854 0.1 0.3 0.6 -0.4985
H 1.443 -0.407 0.196 3.0 -0.3 -2.7 -0.0434
H 0.966 -0.291 1.870 0.9 0.4 3.8 -0.0099
H 0.179 0.750 0.612 -1.0 3.6 -1.1 -0.0366
H -0.113 -0.986 0.673 -3.4 -2.5 -0.6 -0.0275
C 0.657 -4.603 1.518 -2.7 -4.8 -0.3 -1.0806
O 0.028 -3.580 1.710 -2.9 7.6 1.7 -0.0704
O 1.658 -4.482 0.799 4.7 -0.1 -1.9 -0.0681
O 0.062 -5.645 1.826 1.1 -2.0 0.6 -0.0200
C -4.201 4.787 -2.812 0.7 1.0 0.5 -0.0864
O -4.203 4.286 -1.476 0.3 -1.2 0.3 -0.1955
C -2.918 4.296 -0.814 0.2 0.7 -0.1 -0.1704
C -2.016 3.083 -1.092 0.6 1.0 0.4 -0.2017
N -2.828 1.897 -1.008 -0.6 0.7 -0.9 -0.0936
C -2.276 0.863 -1.818 1.4 -0.9 -2.9 -0.1897
C -2.501 1.068 -3.394 -0.5 -2.1 1.4 -0.1644
O -3.856 0.705 -3.707 -0.4 0.7 -0.2 -0.2063
C -4.260 0.913 -5.076 0.5 -0.1 0.6 -0.0877
H -3.854 5.814 -2.696 0.0 0.3 -0.5 0.0858
H -5.187 4.823 -3.276 -0.1 -0.3 0.6 0.0929
H -3.529 4.292 -3.513 0.2 -0.4 0.2 0.0773
H -3.030 4.362 0.269 -0.8 -0.1 -0.1 0.1241
H -2.419 5.229 -1.078 0.3 0.0 -0.2 0.1197
H -1.227 2.970 -0.347 0.2 0.6 0.3 0.1135
H -1.460 3.221 -2.019 -0.2 -0.2 -0.4 0.1169
H -3.631 2.273 -1.490 -1.3 -0.8 0.3 0.1089
H -2.430 -0.173 -1.516 -1.2 0.0 0.0 0.0992
H -1.192 0.818 -1.709 0.4 0.6 0.1 0.1196
H -1.932 0.298 -3.915 0.8 0.2 0.0 0.1075
H -2.153 2.052 -3.708 -0.4 0.2 -0.1 0.1077
H -5.113 0.285 -5.335 -0.1 0.0 0.6 0.0860
H -3.480 0.605 -5.772 0.3 0.2 0.0 0.0811
H -4.521 1.959 -5.233 0.0 0.1 -0.1 0.0799
C 4.672 -2.746 -0.133 -1.2 -1.9 1.4 -0.7091
O 3.605 -2.159 -0.173 0.6 1.4 -1.4 -0.0362
N 4.772 -3.973 0.383 -0.7 -2.2 1.2 0.1834
N 5.823 -2.312 -0.575 3.1 2.8 -1.7 0.1698
H 3.926 -4.402 0.730 -0.5 0.2 0.0 0.0864
H 5.601 -4.478 0.663 0.1 0.6 -0.4 0.1091
H 6.720 -2.744 -0.404 -0.5 -0.2 0.1 0.1137
H 5.889 -1.367 -0.924 -0.2 -0.2 0.1 0.1122
C 3.470 -1.347 3.317 -1.0 -0.2 -3.3 -0.6959
O 2.873 -1.990 2.438 1.2 0.3 1.7 -0.0215
N 4.306 -0.346 3.174 2.5 3.2 -2.7 0.1862
N 3.359 -1.509 4.583 -2.0 -3.0 6.0 0.1655
H 4.571 0.222 3.965 0.0 -0.2 -0.4 0.1152
H 4.503 0.077 2.278 -0.4 -0.1 0.0 0.1134
H 3.790 -0.924 5.285 0.0 -0.2 -0.5 0.1203
H 3.092 -2.420 4.926 -0.4 0.2 -0.1 0.1333
C 3.124 2.477 0.602 -1.7 -0.3 -0.8 -0.8245
O 4.069 3.098 0.938 3.5 2.2 1.4 0.0546
N 3.143 1.418 -0.161 1.4 -2.5 -1.9 0.1754
N 1.871 2.820 0.847 -2.6 2.0 1.3 0.1621
H 2.290 0.887 -0.265 0.6 -0.4 -0.3 0.0514
H 4.062 1.129 -0.463 -0.5 -0.5 0.0 0.1142
H 1.751 3.688 1.349 -0.2 -0.4 0.1 0.1130
H 1.120 2.156 0.724 0.1 0.3 0.3 0.0428
C -1.351 -0.465 4.446 2.6 0.5 0.6 -0.7898
O -1.154 0.572 5.063 0.4 0.5 0.6 0.0121
N -2.531 -0.789 4.042 -5.7 -0.8 -1.8 0.1446
N -0.412 -1.334 4.081 1.9 0.3 0.7 0.2009
H -2.728 -1.503 3.355 0.2 -0.2 0.6 0.1136
H -3.320 -0.364 4.506 0.2 0.0 -0.2 0.1213
H 0.475 -1.017 4.445 0.3 -0.6 -0.6 0.1034
H -0.517 -2.217 3.602 0.1 0.0 -0.2 0.0970
C -0.007 -2.424 -2.259 -3.3 -1.1 4.3 -0.7729
O 0.878 -2.389 -1.455 1.9 0.5 1.2 0.0345
N -1.311 -2.530 -2.007 -3.1 0.5 2.4 0.1789
N 0.144 -2.566 -3.485 3.8 0.1 -7.9 0.1880
H -1.987 -2.526 -2.758 0.2 -0.1 0.5 0.1080
H -1.642 -2.653 -1.061 0.1 0.0 -0.1 0.1205
H -0.565 -2.602 -4.204 0.4 0.0 0.4 0.1301
H 1.121 -2.424 -3.697 -0.1 -0.2 -1.1 0.1416

***

Record 4
59
Properties=species:S:1:pos:R:3:forces:R:3:lowdin_charge:R:1 method="wB97M-V/def2-TZVPD" homo_ha=-0.333 smiles="NCO[C@H](Br)CNC(F)(F)F.NC(N)=O.NC(N)=O.NC(N)=O.NC(N)=O.NC(N)=O"
N 7.587 0.929 2.164 0.5 0.7 -2.1 0.0123
C 7.582 1.596 0.824 1.3 -2.1 -0.5 -0.3096
O 6.361 2.287 0.493 1.0 0.9 1.6 -0.1811
C 5.947 3.256 1.457 -2.4 -0.4 -0.7 -0.6320
Br 7.405 4.284 2.330 -0.4 -0.3 -0.3 0.7067
C 4.912 2.675 2.553 1.3 1.2 1.0 -0.2067
N 3.551 2.438 1.991 0.7 -1.6 0.1 0.0655
C 3.349 1.087 1.519 -1.6 0.0 -0.5 -0.4839
F 1.939 0.928 1.364 2.3 0.0 0.4 0.0398
F 3.743 0.074 2.394 -0.4 1.5 -1.8 0.0973
F 3.872 0.846 0.239 -0.6 0.3 2.9 0.0901
H 7.959 -0.017 2.026 -0.2 0.6 0.3 0.0756
H 8.160 1.465 2.823 -0.5 -0.6 -0.3 0.0323
H 8.528 2.220 0.640 -1.7 -0.3 0.4 0.1084
H 7.665 0.737 0.069 -0.5 1.4 0.8 0.1323
H 5.326 4.027 0.880 1.1 -1.0 0.7 0.1164
H 4.794 3.537 3.303 0.1 -1.2 -1.1 0.1199
H 5.345 1.818 3.151 -0.5 0.9 -1.1 0.0888
H 2.878 2.604 2.759 0.3 -0.3 -0.9 0.1393
N -0.028 0.361 -3.274 -0.4 -0.1 -0.5 0.1492
C 0.133 0.312 -1.925 0.1 0.1 0.2 -0.6944
N 1.410 0.463 -1.498 0.2 -0.1 0.4 0.1641
O -0.805 0.145 -1.155 0.0 -0.2 -0.2 0.0096
H 0.726 0.497 -3.922 0.0 0.0 0.1 0.0947
H -0.963 0.254 -3.629 0.1 0.0 0.0 0.1027
H 1.571 0.432 -0.503 0.0 0.1 -0.3 0.0654
H 2.192 0.601 -2.112 -0.1 0.0 0.0 0.0989
N -2.327 -2.572 -2.354 -0.2 0.3 0.0 0.1655
C -2.167 -3.830 -2.837 -0.3 0.0 0.0 -0.6967
N -0.887 -4.281 -2.826 0.5 -0.5 -0.1 0.1508
O -3.100 -4.507 -3.251 -0.1 0.1 0.1 0.0043
H -1.572 -2.002 -2.010 -0.1 0.1 0.1 0.0686
H -3.261 -2.200 -2.344 0.2 0.0 0.1 0.0953
H -0.726 -5.210 -3.177 0.0 0.1 0.1 0.1058
H -0.108 -3.745 -2.492 -0.1 0.0 0.0 0.0958
N -7.377 -4.128 -2.126 -0.2 -0.4 0.4 0.1578
C -7.550 -3.089 -2.981 -0.1 0.0 0.0 -0.6772
N -6.401 -2.558 -3.469 0.4 0.5 -0.2 0.1609
O -8.656 -2.663 -3.288 0.2 0.0 0.0 0.0089
H -6.479 -4.491 -1.863 0.0 0.0 -0.1 0.0986
H -8.206 -4.548 -1.743 0.1 0.1 -0.1 0.1079
H -6.488 -1.786 -4.108 0.0 -0.1 0.1 0.1071
H -5.485 -2.894 -3.230 -0.1 -0.2 -0.1 0.0739
N -12.448 0.396 -2.101 -0.4 0.7 0.2 0.1362
C -12.273 -0.864 -2.584 0.1 -0.5 -0.2 -0.7011
N -10.992 -1.307 -2.570 -0.1 -0.3 0.0 0.1466
O -13.202 -1.543 -2.998 0.0 0.2 0.1 0.0112
H -11.701 0.970 -1.757 0.0 -0.1 0.0 0.0874
H -13.385 0.759 -2.096 0.1 -0.1 0.0 0.0995
H -10.821 -2.234 -2.920 0.3 0.2 0.0 0.0798
H -10.218 -0.765 -2.235 0.0 -0.1 -0.1 0.0867
N 7.957 2.656 6.231 0.5 0.1 0.0 0.1631
C 6.860 2.210 5.569 0.1 -0.1 -0.2 -0.6618
N 5.696 2.313 6.262 -0.6 0.0 0.0 0.1635
O 6.914 1.750 4.435 0.1 0.2 1.3 -0.0501
H 7.934 3.036 7.159 0.0 0.0 -0.1 0.0978
H 8.839 2.596 5.750 -0.1 0.0 0.1 0.1090
H 4.860 1.991 5.804 0.1 0.0 0.1 0.1047
H 5.630 2.686 7.191 0.0 0.0 -0.1 0.0985